(1)
24
Properties=species:S:1:pos:R:3:mulliken_charge:R:1 method="wB97M-V/def2-TZVPD" de_lowest_kj_mol=53.6 e_tot_ev=-11482.4160 gap_ev=10.18 max_force_ev_per_a=1.3 e_lumo_ha=0.0293 smiles=CNC[C@@H](C)N.O.O
C 1.636 2.246 0.374 -0.978
N 0.707 1.152 0.702 -0.273
C -0.070 0.740 -0.457 -1.130
C -1.129 -0.292 -0.152 0.680
C -2.399 0.301 0.490 -1.412
N -1.337 -1.112 -1.332 -0.545
H 2.020 2.626 1.328 0.345
H 2.432 1.856 -0.242 0.292
H 1.099 3.091 -0.070 0.342
H 0.101 1.493 1.439 0.231
H -0.547 1.600 -0.953 0.490
H 0.619 0.303 -1.188 0.309
H -0.732 -0.970 0.614 0.181
H -2.691 -0.293 1.369 0.321
H -3.267 0.258 -0.153 0.361
H -2.212 1.309 0.878 0.320
H -1.721 -0.590 -2.112 0.235
H -1.975 -1.881 -1.165 0.233
O 1.114 -3.277 -1.474 -0.631
H 1.449 -2.484 -1.898 0.305
H 0.795 -3.019 -0.600 0.309
O 2.185 -1.299 1.289 -0.677
H 1.533 -0.598 1.094 0.426
H 2.390 -1.159 2.218 0.266

(2)
83
Properties=species:S:1:pos:R:3:mulliken_charge:R:1 method="wB97M-V/def2-TZVPD" de_lowest_kj_mol=0.0 e_tot_ev=-80296.7225 gap_ev=7.58 max_force_ev_per_a=3.3 e_lumo_ha=-0.0603 smiles="O=C1C=C(O)C(=O)C=C1O.O=C1C=C(O)C(=O)C=C1O.O=C1C=C(O)C(=O)C=C1O.O=C1C=C(O)C(=O)C=C1O.CCOCCPN(C)C(C)=O"
O 2.984 -2.149 -1.507 -0.674
C 2.091 -1.514 -0.958 1.131
C 2.222 -0.774 0.259 -0.726
C 1.161 -0.111 0.748 0.266
O 1.217 0.611 1.842 -0.531
C -0.195 -0.141 0.046 1.076
O -1.108 0.472 0.574 -0.453
C -0.326 -0.878 -1.190 -1.221
C 0.750 -1.522 -1.665 0.076
O 0.758 -2.224 -2.788 -0.519
H 3.193 -0.748 0.734 0.467
H 0.353 1.038 2.021 0.145
H -1.276 -0.891 -1.703 0.653
H 1.667 -2.578 -2.884 0.350
O 3.138 2.060 -0.303 -0.554
C 3.816 2.825 0.358 1.213
C 3.715 3.037 1.779 -1.224
C 4.611 3.855 2.353 0.377
O 4.643 4.141 3.641 -0.597
C 5.724 4.541 1.571 0.974
O 6.464 5.258 2.224 -0.643
C 5.838 4.306 0.152 -0.921
C 4.927 3.508 -0.425 0.237
O 4.890 3.187 -1.704 -0.642
H 2.935 2.527 2.329 0.586
H 5.399 4.753 3.761 0.372
H 6.638 4.785 -0.395 0.474
H 4.095 2.617 -1.814 0.348
O 4.725 0.119 -1.768 -0.416
C 5.724 -0.160 -2.411 1.088
C 6.656 0.809 -2.933 -1.225
C 7.700 0.369 -3.651 0.430
O 8.619 1.144 -4.196 -0.610
C 7.936 -1.111 -3.915 1.058
O 8.918 -1.376 -4.588 -0.654
C 7.008 -2.079 -3.383 -0.920
C 5.951 -1.639 -2.677 0.120
O 5.018 -2.420 -2.169 -0.639
H 6.450 1.852 -2.733 0.481
H 9.240 0.538 -4.654 0.372
H 7.182 -3.127 -3.581 0.465
H 4.337 -1.843 -1.756 0.426
O -1.081 -4.588 -6.569 -0.642
C -1.966 -3.943 -6.035 1.170
C -1.827 -3.186 -4.815 -0.909
C -2.903 -2.538 -4.347 0.053
O -2.906 -1.815 -3.238 -0.453
C -4.253 -2.567 -5.041 0.973
O -5.145 -1.942 -4.493 -0.653
C -4.388 -3.310 -6.270 -1.021
C -3.313 -3.959 -6.743 0.224
O -3.302 -4.674 -7.853 -0.566
H -0.872 -3.161 -4.309 0.616
H -3.816 -1.469 -3.136 0.366
H -5.347 -3.321 -6.768 0.435
H -2.391 -5.028 -7.934 0.391
C -8.614 -0.421 4.407 -1.275
C -7.150 -0.240 4.754 0.212
O -6.683 -1.433 5.366 -0.386
C -5.342 -1.809 5.143 -0.503
C -4.295 -0.703 5.391 -0.525
P -3.472 -0.154 3.846 -0.067
N -2.813 1.360 4.371 0.154
C -3.747 2.337 4.962 -1.001
C -2.058 1.997 3.315 0.371
C -2.810 2.451 2.096 -0.969
O -0.865 2.113 3.419 -0.632
H -9.103 -1.007 5.186 0.320
H -8.743 -0.946 3.460 0.296
H -9.114 0.544 4.322 0.358
H -6.563 -0.024 3.857 0.066
H -7.024 0.598 5.449 0.197
H -5.170 -2.622 5.847 0.268
H -5.225 -2.240 4.136 0.331
H -4.739 0.097 5.981 0.327
H -3.475 -1.120 5.981 0.425
H -4.636 0.294 3.154 -0.068
H -3.337 3.345 4.883 0.408
H -3.863 2.120 6.022 0.368
H -4.738 2.320 4.490 0.334
H -2.249 3.234 1.591 0.375
H -3.826 2.774 2.310 0.369
H -2.812 1.572 1.441 0.251

(3)
78
Properties=species:S:1:pos:R:3:lowdin_spin:R:1 method="wB97M-V/def2-TZVPD" e_tot_ev=-112815.0353 gap_ev="6.67 / 7.39" max_force_ev_per_a=1.7 charge=+1 e_lumo_ha="-0.1470 / -0.1223" spin_multiplicity=2
Cr -0.296 0.360 -0.502 1.056
N 1.096 -0.150 1.311 0.001
C 0.827 -1.549 1.663 0.002
C 0.734 -2.392 0.386 0.000
N -0.319 -1.909 -0.523 -0.001
C -1.542 -2.727 -0.554 0.001
C -2.552 -2.421 0.553 0.000
N -3.444 -1.361 0.117 0.000
H 1.093 0.423 2.158 0.000
H 2.054 -0.077 0.963 0.001
H 1.608 -1.966 2.314 0.000
H -0.122 -1.595 2.205 0.000
H 1.699 -2.339 -0.132 0.000
H 0.552 -3.438 0.656 0.000
H 0.032 -1.980 -1.477 0.001
H -2.032 -2.517 -1.509 0.000
H -1.273 -3.790 -0.524 0.000
H -3.073 -3.357 0.806 0.000
H -2.036 -2.071 1.448 0.000
H -3.970 -1.660 -0.698 0.000
H -4.114 -1.136 0.843 0.000
Cl 1.783 0.110 -1.684 -0.001
C 1.904 1.607 -2.541 -0.001
C 2.592 1.662 -3.737 0.001
C 2.645 2.865 -4.425 -0.003
C 2.070 4.003 -3.885 0.000
C 1.419 3.941 -2.666 -0.004
Cl 0.738 5.354 -1.975 -0.002
C 1.280 2.723 -1.985 -0.004
S 0.382 2.641 -0.501 -0.048
H 3.089 0.784 -4.115 0.000
H 3.143 2.912 -5.380 0.000
H 2.127 4.944 -4.405 0.000
C -1.609 -1.190 -6.375 0.000
Si -0.688 -1.632 -4.778 0.002
C -1.165 -3.397 -4.196 0.001
C 1.203 -1.508 -5.044 0.001
C -1.046 -0.513 -3.333 0.008
C -1.042 0.124 -2.293 -0.024
H -1.295 -1.831 -7.194 0.000
H -1.416 -0.164 -6.670 0.000
H -2.682 -1.309 -6.260 0.000
H -1.106 -4.103 -5.018 0.000
H -2.188 -3.419 -3.829 0.000
H -0.518 -3.770 -3.405 0.000
H 1.530 -2.173 -5.834 0.000
H 1.775 -1.757 -4.155 0.000
H 1.472 -0.499 -5.338 0.000
C 4.623 -0.886 4.909 0.000
C 3.326 -0.171 4.694 0.000
C 3.284 1.028 3.990 0.000
C 2.095 1.710 3.811 0.000
C 0.913 1.202 4.350 0.000
N -0.292 1.865 4.072 0.000
C -1.502 1.677 4.686 0.000
O -1.684 1.208 5.778 0.000
N -2.569 2.133 3.893 -0.001
C -2.714 1.945 2.531 0.000
C -3.751 2.569 1.830 0.006
C -3.873 2.323 0.476 -0.001
C -2.937 1.531 -0.169 0.006
N -1.922 0.953 0.479 -0.003
C -1.863 1.111 1.801 0.004
C 0.942 -0.003 5.046 0.000
C 2.139 -0.673 5.213 0.000
H 5.176 -0.987 3.976 0.000
H 4.462 -1.875 5.330 0.000
H 5.248 -0.322 5.601 0.000
H 4.195 1.437 3.583 0.000
H 2.081 2.645 3.272 0.000
H -0.247 2.588 3.366 0.000
H -3.403 2.371 4.415 0.000
H -4.437 3.221 2.346 0.000
H -4.683 2.764 -0.084 0.000
H -2.998 1.342 -1.229 0.000
H -1.107 0.539 2.315 0.001
H 0.033 -0.398 5.469 0.000
H 2.145 -1.602 5.765 0.000

(4)
16
Properties=species:S:1:pos:R:3:mulliken_charge:R:1 method="wB97M-V/def2-TZVPD" de_lowest_kj_mol=0.0 e_tot_ev=-32635.4294 gap_ev=8.30 max_force_ev_per_a=2.3 e_lumo_ha=0.0031 smiles="FC(F)(F)C(F)(F)n1[nH]ccc1=S"
F -1.032 -0.154 -1.640 -0.249
C -1.900 -0.283 -0.633 0.700
F -2.667 0.790 -0.586 -0.198
F -2.675 -1.328 -0.914 -0.254
C -1.165 -0.548 0.713 0.599
F -1.897 -0.087 1.723 -0.259
F -1.050 -1.879 0.877 -0.304
N 0.275 0.028 0.852 0.105
N 1.253 -0.861 0.415 -0.251
C 2.181 -0.174 -0.297 -0.206
C 1.790 1.117 -0.443 -0.695
C 0.558 1.284 0.253 0.269
S -0.397 2.596 0.428 -0.321
H 1.410 -1.713 0.931 0.207
H 3.052 -0.677 -0.671 0.445
H 2.267 1.890 -1.009 0.411